Formula: C49H40AlF3NO3PSSb
Source: OMol25
Level of theory: the ωB97M-V functional and the def2-TZVPD basis

Properties
total charge = +1
HOMO energy = -10.18 eV
HOMO-LUMO gap = 6.7156 eV
largest force on an atom = 0.56 eV/Å
energy above the lowest of the compared OMol25 structures with the same formula, charge and spin = 399.4 kJ/mol
LUMO energy = -3.5 eV
2S+1 = 1
E_tot = -100501.693 eV

Cartesian coordinates (Å):
Al -2.30 0.28 0.87
C -5.05 -0.56 4.59
C -4.83 -0.19 3.13
C -6.04 0.56 2.57
C -4.45 -1.45 2.32
C -5.58 -2.22 1.64
O -4.99 -2.68 0.39
C -3.87 -2.01 0.23
N -3.53 -1.21 1.18
C -3.00 -2.27 -0.93
C -3.47 -2.11 -2.23
C -2.59 -2.21 -3.28
C -1.24 -2.46 -3.04
C -0.79 -2.66 -1.74
C -1.66 -2.60 -0.66
P -1.14 -3.08 1.07
C 0.04 -1.68 1.38
C 1.33 -1.84 1.08
C 2.53 -0.95 1.23
C 1.29 1.21 1.98
C 0.08 0.70 2.35
C -0.62 -0.49 1.99
C -0.09 -4.55 0.81
C -0.21 -5.42 -0.28
C 0.51 -6.61 -0.31
C 1.36 -6.94 0.73
C 1.46 -6.10 1.83
C 0.73 -4.92 1.87
H -5.26 0.34 5.19
H -4.18 -1.06 5.02
H -5.91 -1.22 4.70
H -3.97 0.48 3.08
H -6.96 0.02 2.78
H -5.96 0.74 1.50
H -6.12 1.53 3.06
H -3.90 -2.12 2.99
H -6.44 -1.61 1.39
H -5.90 -3.10 2.19
H -4.51 -1.86 -2.40
H -2.94 -2.06 -4.30
H -0.54 -2.51 -3.86
H 0.25 -2.89 -1.57
H 1.62 -2.80 0.66
H 3.16 -1.13 0.35
H 1.50 2.22 2.29
H -0.50 1.37 2.98
H -1.31 -0.79 2.79
H -0.88 -5.18 -1.10
H 0.41 -7.27 -1.16
H 1.92 -7.87 0.70
H 2.11 -6.36 2.66
H 0.81 -4.28 2.74
O -3.91 1.38 0.42
C -3.07 2.30 0.63
O -2.21 2.06 1.56
C -2.75 3.23 -0.47
C -3.14 4.55 -0.65
C -2.78 5.21 -1.81
C -2.04 4.54 -2.78
C -1.64 3.23 -2.59
C -1.98 2.54 -1.43
S -1.42 0.86 -1.21
H -3.74 5.04 0.11
H -3.09 6.23 -1.97
H -1.77 5.05 -3.69
H -1.05 2.72 -3.35
F 6.66 -0.37 1.36
C 5.33 -0.17 1.45
C 4.69 -0.98 2.45
C 3.39 -1.29 2.42
C 2.36 0.55 1.31
C 3.44 1.31 0.81
C 4.81 0.83 0.72
Sb 2.42 1.10 -1.42
C 2.18 3.21 -1.52
C 2.53 3.90 -2.68
C 2.30 5.27 -2.78
C 1.73 5.93 -1.70
F 1.52 7.24 -1.79
C 1.37 5.27 -0.54
C 1.58 3.90 -0.47
C 4.31 0.97 -2.39
C 4.62 -0.28 -2.92
C 5.82 -0.49 -3.59
C 6.69 0.57 -3.72
F 7.85 0.38 -4.36
C 6.42 1.83 -3.20
C 5.22 2.02 -2.53
H 5.32 -1.31 3.27
H 2.92 -1.80 3.26
H 3.35 2.39 0.90
H 5.51 1.42 0.13
H 2.99 3.39 -3.51
H 2.57 5.83 -3.67
H 0.90 5.82 0.26
H 1.25 3.38 0.42
H 3.93 -1.11 -2.81
H 6.08 -1.45 -4.00
H 7.14 2.62 -3.32
H 5.00 3.00 -2.12


Formula: C7H17N
Source: OMol25
Level of theory: the ωB97M-V functional and the def2-TZVPD basis

Properties
total charge = -1
HOMO energy (spin up / spin down) = -0.60 / -1.88 eV
HOMO-LUMO gap (spin up / spin down) = 4.8329 / 6.0085 eV
largest force on an atom = 3.89 eV/Å
energy above the lowest of the compared OMol25 structures with the same formula, charge and spin = 289.8 kJ/mol
LUMO energy (spin up / spin down) = 4.2 / 4.1 eV
2S+1 = 2
E_tot = -9020.400 eV
⟨S²⟩ = 0.754

Cartesian coordinates (Å):
C 1.21 1.68 -0.30
C 1.56 0.14 -0.25
C 2.16 -0.16 1.18
N 0.67 -0.81 -0.92
C -0.19 -0.66 0.10
C -1.64 -0.28 0.02
C -2.07 0.45 1.30
C -1.92 0.56 -1.24
H 2.10 2.25 -0.17
H 0.47 1.92 0.48
H 0.84 1.98 -1.33
H 2.44 0.17 -0.83
H 2.36 -1.20 1.27
H 3.17 0.38 1.31
H 1.47 0.12 1.97
H -0.04 -1.38 0.96
H 0.71 -4.16 -2.04
H 1.44 -4.03 -1.86
H -2.22 -1.20 -0.01
H -1.48 1.39 1.42
H -3.14 0.73 1.29
H -1.90 -0.16 2.23
H -1.42 1.53 -1.18
H -1.55 -0.02 -2.10
H -3.02 0.74 -1.29


Formula: C4H4N2
Source: OMol25
Level of theory: the ωB97M-V functional and the def2-TZVPD basis

Properties
HOMO energy = -9.46 eV
HOMO-LUMO gap = 10.6390 eV
largest force on an atom = 2.07 eV/Å
energy above the lowest of the compared OMol25 structures with the same formula, charge and spin = 434.2 kJ/mol
LUMO energy = 1.2 eV
2S+1 = 1
E_tot = -7188.188 eV
SMILES = C#C.C#C.N#N

Cartesian coordinates (Å):
C 0.49 -0.50 1.40
C -0.63 -0.20 1.73
H 1.48 -0.84 1.49
H -1.55 0.02 2.19
C 0.59 0.22 -1.76
C 1.22 -0.38 -0.92
H 0.17 0.69 -2.60
H 2.00 -0.95 -0.50
N -2.03 0.83 -0.03
N -1.63 1.04 -1.04


Formula: C40H37N3P2RuSe4
Source: OMol25
Level of theory: the ωB97M-V functional and the def2-TZVPD basis

Properties
total charge = +1
HOMO energy (spin up / spin down) = -9.95 / -9.96 eV
HOMO-LUMO gap (spin up / spin down) = 7.3533 / 5.0885 eV
largest force on an atom = 0.47 eV/Å
energy above the lowest of the compared OMol25 structures with the same formula, charge and spin = 47.6 kJ/mol
LUMO energy (spin up / spin down) = -2.6 / -4.9 eV
2S+1 = 6
E_tot = -329088.143 eV
⟨S²⟩ = 8.781

Cartesian coordinates (Å):
Ru 0.32 -2.41 0.02
Se 2.75 3.93 0.60
P 1.31 3.45 -0.84
C -0.30 4.21 -0.47
C -0.62 4.45 0.87
C -1.74 5.19 1.20
C -2.53 5.74 0.20
C -2.22 5.51 -1.13
C -1.11 4.74 -1.47
C 1.68 3.85 -2.56
C 1.00 3.23 -3.60
C 1.28 3.57 -4.91
C 2.24 4.53 -5.19
C 2.93 5.14 -4.16
C 2.66 4.80 -2.84
C 1.13 1.64 -0.95
C 0.24 0.65 -0.55
N 0.87 -0.54 -0.80
N 2.06 -0.29 -1.35
N 2.22 0.99 -1.45
P -1.34 0.59 0.25
Se -2.04 -1.52 0.21
C -2.56 1.50 -0.68
C -3.44 2.39 -0.09
C -4.43 3.00 -0.87
C -4.51 2.72 -2.22
C -3.61 1.84 -2.82
C -2.64 1.22 -2.05
C -1.18 1.13 1.95
C 0.08 1.50 2.43
C 0.21 1.88 3.75
C -0.89 1.89 4.59
C -2.14 1.51 4.12
C -2.29 1.12 2.80
H 0.05 4.10 1.64
H -1.96 5.38 2.24
H -3.39 6.35 0.46
H -2.83 5.94 -1.92
H -0.86 4.60 -2.51
H 0.25 2.47 -3.39
H 0.75 3.08 -5.73
H 2.47 4.79 -6.22
H 3.69 5.88 -4.38
H 3.20 5.27 -2.02
H -3.36 2.64 0.96
H -5.12 3.69 -0.41
H -5.28 3.20 -2.83
H -3.67 1.63 -3.88
H -1.96 0.51 -2.51
H 0.94 1.52 1.78
H 1.19 2.18 4.12
H -0.78 2.20 5.63
H -2.99 1.51 4.78
H -3.26 0.80 2.44
C -3.40 -6.56 -1.42
Se -3.33 -4.92 -0.39
C -1.85 -5.40 0.78
C -0.60 -5.86 0.07
Se -0.07 -4.71 -1.43
C 1.73 -5.44 -1.58
H -4.27 -6.48 -2.07
H -3.52 -7.41 -0.76
H -2.51 -6.67 -2.04
H -2.17 -6.18 1.47
H -1.66 -4.52 1.38
H -0.74 -6.85 -0.37
H 0.25 -5.91 0.75
H 2.29 -5.25 -0.68
H 2.21 -4.97 -2.44
H 1.63 -6.51 -1.77
C 5.60 -3.35 1.75
C 4.95 -3.03 0.54
C 3.58 -2.97 0.49
C 2.79 -3.20 1.65
C 1.35 -3.13 1.64
C 0.66 -3.33 2.83
C 1.33 -3.63 4.03
C 2.70 -3.72 4.04
C 3.46 -3.51 2.86
C 4.87 -3.59 2.88
H 6.68 -3.41 1.77
H 5.53 -2.83 -0.35
H 3.11 -2.70 -0.43
H -0.42 -3.25 2.85
H 0.77 -3.79 4.94
H 3.23 -3.95 4.96
H 5.37 -3.84 3.81


Formula: C27H30FN3O5S
Source: OMol25
Level of theory: the ωB97M-V functional and the def2-TZVPD basis

Properties
HOMO energy = -7.50 eV
HOMO-LUMO gap = 8.0647 eV
largest force on an atom = 0.98 eV/Å
energy above the lowest of the compared OMol25 structures with the same formula, charge and spin = 2.8 kJ/mol
LUMO energy = 0.6 eV
2S+1 = 1
E_tot = -56745.564 eV
SMILES = CCOc1ccc(N(CC(=O)N2CCN(c3ccccc3OC)CC2)S(=O)(=O)c2ccc(F)cc2)cc1

Cartesian coordinates (Å):
C -7.01 -2.45 0.31
C -6.23 -3.34 -0.66
O -4.90 -3.57 -0.25
C -3.97 -2.59 -0.38
C -4.16 -1.37 -1.02
C -3.12 -0.45 -1.09
C -1.88 -0.73 -0.53
N -0.81 0.19 -0.55
C -0.66 1.04 -1.71
C 0.63 1.86 -1.67
O 0.56 3.07 -1.80
N 1.80 1.20 -1.59
C 1.90 -0.20 -1.23
C 3.24 -0.80 -1.67
N 4.39 -0.01 -1.33
C 5.15 -0.22 -0.17
C 6.48 0.19 -0.21
C 7.34 0.01 0.86
C 6.88 -0.61 2.00
C 5.56 -1.04 2.07
C 4.69 -0.84 1.01
O 3.37 -1.22 1.07
C 2.80 -1.51 2.32
C 4.24 1.34 -1.82
C 2.98 1.98 -1.25
S -0.57 0.94 0.94
O -0.65 -0.08 1.95
O 0.63 1.71 0.88
C -1.99 2.02 1.04
C -1.92 3.27 0.46
C -3.06 4.06 0.42
C -4.23 3.56 0.97
F -5.34 4.32 0.93
C -4.30 2.30 1.55
C -3.16 1.52 1.58
C -1.69 -1.96 0.10
C -2.72 -2.87 0.18
H -7.00 -2.89 1.30
H -6.56 -1.46 0.37
H -8.04 -2.35 -0.03
H -6.68 -4.34 -0.69
H -6.26 -2.92 -1.68
H -5.10 -1.11 -1.47
H -3.30 0.49 -1.58
H -1.47 1.77 -1.80
H -0.66 0.40 -2.60
H 1.09 -0.77 -1.69
H 1.80 -0.29 -0.14
H 3.34 -1.80 -1.24
H 3.24 -0.89 -2.77
H 6.85 0.65 -1.12
H 8.36 0.35 0.79
H 7.54 -0.77 2.84
H 5.22 -1.52 2.97
H 1.72 -1.50 2.17
H 3.11 -2.50 2.68
H 3.06 -0.75 3.06
H 5.10 1.94 -1.54
H 4.17 1.30 -2.92
H 2.83 2.99 -1.65
H 3.05 2.04 -0.16
H -0.98 3.61 0.04
H -3.05 5.04 -0.02
H -5.23 1.96 1.96
H -3.16 0.54 2.02
H -0.73 -2.17 0.53
H -2.58 -3.82 0.67


Formula: C4H12NO
Source: OMol25
Level of theory: the ωB97M-V functional and the def2-TZVPD basis

Properties
total charge = +1
HOMO energy = -14.29 eV
HOMO-LUMO gap = 10.8610 eV
largest force on an atom = 3.23 eV/Å
energy above the lowest of the compared OMol25 structures with the same formula, charge and spin = 172.6 kJ/mol
LUMO energy = -3.4 eV
2S+1 = 1
E_tot = -7872.502 eV

Cartesian coordinates (Å):
C 0.81 1.19 2.42
C 1.72 0.91 1.27
C 1.04 0.45 -0.01
C -0.24 0.19 -0.26
N -0.58 -0.05 -1.67
H 0.60 2.29 2.58
H -0.19 0.65 2.30
H 1.22 0.78 3.34
H 2.15 2.03 1.04
H 2.54 0.25 1.55
H 1.70 0.35 -0.88
H -1.05 0.07 0.44
H -1.06 0.76 -2.14
H -1.18 -0.91 -1.73
H 0.10 -0.49 -2.36
H -2.84 -2.96 -1.26
H -2.26 -3.08 -2.68
O -2.46 -2.45 -1.96


Formula: C18H37ClN2O8P2
Source: OMol25
Level of theory: the ωB97M-V functional and the def2-TZVPD basis

Properties
HOMO energy = -10.07 eV
HOMO-LUMO gap = 10.0302 eV
largest force on an atom = 6.70 eV/Å
LUMO energy = 0.0 eV
2S+1 = 1
E_tot = -69727.784 eV
SMILES = CC[C@H](C#N)[C@H](Cl)C#N.CCOP(=O)(OCC)OCC.CCOP(=O)(OCC)OCC

Cartesian coordinates (Å):
C 3.52 -1.69 2.38
C 2.21 -2.15 1.73
C 1.17 -2.62 2.76
C 0.68 -3.99 2.46
N 0.59 -5.09 2.16
C -0.06 -1.68 2.79
Cl -1.35 -2.28 3.88
C -0.65 -1.53 1.45
N -0.75 -1.35 0.32
H 3.30 -0.97 3.17
H 4.15 -2.52 2.71
H 4.08 -1.17 1.60
H 1.85 -1.30 1.14
H 2.37 -2.95 1.01
H 1.58 -2.59 3.77
H 0.28 -0.73 3.17
C -1.37 -4.28 -1.84
C 0.04 -4.15 -2.39
O 0.09 -4.37 -3.80
P -0.40 -3.19 -4.80
O 0.61 -2.11 -4.68
O 0.00 -3.86 -6.24
C 0.77 -3.14 -7.21
C 2.21 -3.58 -7.17
O -1.94 -3.76 -4.95
C -2.97 -2.83 -5.38
C -2.81 -2.44 -6.83
H -2.01 -3.47 -2.21
H -1.36 -4.23 -0.75
H -1.82 -5.22 -2.15
H 0.46 -3.16 -2.16
H 0.68 -4.90 -1.93
H 0.68 -2.06 -7.05
H 0.34 -3.37 -8.19
H 2.64 -3.46 -6.17
H 2.81 -3.01 -7.87
H 2.29 -4.64 -7.42
H -2.95 -1.95 -4.73
H -3.92 -3.34 -5.23
H -1.92 -1.83 -6.98
H -3.67 -1.86 -7.17
H -2.71 -3.32 -7.46
C 1.72 4.61 6.55
C 1.54 5.84 5.68
O 1.22 5.49 4.33
P -0.29 5.02 3.97
O -1.14 6.23 4.13
O -0.17 4.91 2.34
C -1.11 5.55 1.48
C -0.54 6.84 0.93
O 0.03 3.41 4.11
C -1.09 2.52 4.34
C -1.97 2.39 3.12
H 0.78 4.08 6.68
H 2.08 4.89 7.54
H 2.43 3.92 6.10
H 0.76 6.49 6.08
H 2.47 6.41 5.64
H -2.06 5.72 1.99
H -1.31 4.86 0.66
H -0.24 7.51 1.74
H -1.28 7.35 0.31
H 0.34 6.64 0.33
H -1.66 2.86 5.20
H -0.66 1.55 4.60
H -2.50 3.32 2.92
H -2.72 1.60 3.26
H -1.38 2.16 2.23


Formula: C6H17NS
Source: OMol25
Level of theory: the ωB97M-V functional and the def2-TZVPD basis

Properties
HOMO energy = -8.35 eV
HOMO-LUMO gap = 9.3260 eV
largest force on an atom = 0.58 eV/Å
energy above the lowest of the compared OMol25 structures with the same formula, charge and spin = 45.4 kJ/mol
LUMO energy = 1.0 eV
2S+1 = 1
E_tot = -18822.655 eV
SMILES = CCN(C)C.CSC

Cartesian coordinates (Å):
C 5.11 1.03 1.80
C 4.04 1.82 2.53
N 2.91 2.19 1.68
C 1.85 2.77 2.49
C 3.31 3.14 0.66
H 4.65 0.17 1.28
H 5.85 0.65 2.52
H 5.64 1.65 1.05
H 3.63 1.19 3.35
H 4.48 2.72 3.00
H 2.19 3.69 3.01
H 0.99 3.03 1.85
H 1.53 2.04 3.25
H 3.75 4.06 1.10
H 4.06 2.69 -0.02
H 2.43 3.43 0.06
C 0.03 0.22 0.72
S 0.16 1.31 -0.70
C 1.69 0.65 -1.39
H -0.89 0.49 1.27
H 0.89 0.32 1.40
H -0.05 -0.84 0.41
H 2.53 0.75 -0.68
H 1.58 -0.42 -1.66
H 1.94 1.22 -2.30